# 1
DFT (the ωB97M-V functional and the def2-TZVPD basis) results for a 4-piece molecular cluster, C8H26N2O4 overall in a non-equilibrium geometry.

```
40
Properties=species:S:1:pos:R:3
C 6.5522 -0.0380 4.1064
O 5.4510 0.3393 3.3033
C 4.8782 -0.7482 2.5924
C 3.5809 -0.2774 1.8653
C 3.8060 0.8177 0.8587
N 2.5933 0.1699 2.8753
H 6.3021 -0.8449 4.7992
H 6.8747 0.8961 4.5605
H 7.3403 -0.4492 3.4687
H 5.5917 -1.2074 1.9020
H 4.6160 -1.5358 3.3067
H 3.0852 -1.1393 1.4125
H 2.8563 0.9404 0.3334
H 4.5235 0.5096 0.0974
H 4.0715 1.8046 1.2347
H 2.6264 -0.4567 3.6759
H 3.1880 0.8735 3.3179
C -2.2949 0.3640 -1.7844
O -3.6514 0.7178 -2.1257
C -4.2664 -0.3502 -2.9193
C -5.6000 0.1724 -3.4173
C -6.3860 0.8825 -2.3137
N -6.4158 -0.9055 -3.9552
H -1.6416 0.1785 -2.6392
H -2.2994 -0.5748 -1.2212
H -1.8223 1.0833 -1.1185
H -3.5977 -0.6552 -3.7263
H -4.3209 -1.1248 -2.1506
H -5.4146 0.9379 -4.1770
H -7.2906 1.3771 -2.6661
H -5.7915 1.6547 -1.8255
H -6.5970 0.1756 -1.5093
H -5.9815 -1.5112 -4.6448
H -7.1022 -0.4999 -4.5844
O 0.3350 1.0834 1.6117
H 1.2152 0.8754 1.9803
H 0.1944 0.4280 0.9187
O 0.2664 -0.9293 -0.4859
H 0.9832 -1.5184 -0.2352
H -0.4578 -1.5155 -0.7217
```

E_HOMO, eV: -9.4
SMILES string: COC[C@H](C)N.COC[C@H](C)N.O.O
Charge: 0
Relative energy (zero: lowest compared OMol25 entry of this formula, charge and spin), eV: 1.294
Multiplicity: 1
LUMO energy, eV: 0.40

Atom charges from the natural (NBO) analysis, given in e for atoms 1 to 6: atom 1 (C): -0.2426, atom 2 (O): -0.5547, atom 3 (C): -0.0746, atom 4 (C): -0.0624, atom 5 (C): -0.6337, atom 6 (N): -0.8230

---

# 2
DFT (the ωB97M-V functional and the def2-TZVPD basis) results for C53H49AsCeClN7P2 as an isolated structure in a non-equilibrium geometry.

```
114
Properties=species:S:1:pos:R:3
Ce -1.1997 0.5010 -1.6353
C 2.3704 5.0010 0.3906
N 1.9710 3.8124 -0.4075
C 2.5970 3.4085 -1.5610
C 1.7816 2.4642 -2.1282
N 0.7392 2.1893 -1.2638
C 0.8782 3.0070 -0.2168
P -0.3799 3.3388 1.1296
C -1.8403 3.6671 0.1159
N -2.3002 2.9084 -0.9094
C -3.5270 3.3658 -1.2542
C -3.9012 4.3817 -0.3902
N -2.8351 4.6065 0.4047
C -2.8368 5.6370 1.4396
C -0.9473 1.6436 1.7003
N -1.5832 0.8429 0.9198
C -2.2751 -0.0523 1.6671
C -1.9919 0.2149 2.9990
N -1.1892 1.3296 3.0066
C -0.6317 1.9495 4.1876
H 3.4392 5.1670 0.4741
H 1.9053 5.8881 -0.1556
H 1.9405 4.8836 1.4198
H 3.4740 3.9938 -1.8058
H 2.0085 1.9152 -2.9981
H -4.1293 2.9754 -2.0096
H -4.8189 4.9782 -0.3382
H -3.6715 5.5411 2.1354
H -2.0136 5.4940 2.1330
H -2.7576 6.5986 0.9114
H -2.8827 -0.8044 1.1688
H -2.4940 -0.2101 3.8425
H -0.4398 1.1853 4.9617
H 0.3169 2.2888 3.9324
H -1.2360 2.8248 4.4827
C -3.6713 -3.1577 -1.1107
C -4.8423 -3.0928 -1.8782
C -4.9530 -2.0131 -2.7723
C -3.9744 -0.9744 -2.7511
C -2.8451 -0.9907 -1.8787
C -2.6831 -2.1864 -1.1123
C -3.8994 0.2053 -3.6440
C -4.9163 0.4220 -4.6494
C -4.7803 1.4274 -5.5611
C -3.7315 2.3465 -5.3851
C -3.6364 3.5694 -6.1346
C -2.6374 4.4879 -5.9087
C -1.6014 4.1621 -4.9697
C -1.7447 3.0971 -4.1160
C -2.8207 2.1519 -4.3323
N -2.9201 1.1160 -3.4695
H -3.4731 -4.0712 -0.5411
H -5.6316 -3.8290 -1.9345
H -5.7745 -1.9375 -3.4109
H -1.7467 -2.2698 -0.5790
H -5.7089 -0.2911 -4.8713
H -5.4905 1.5429 -6.3807
H -4.3391 3.7037 -6.9645
H -2.6756 5.4332 -6.3270
H -0.8837 4.9936 -4.8254
H -1.0662 3.0295 -3.2636
Cl 0.1582 -0.0229 -3.7451
C 1.2161 -1.5597 1.2180
C 0.1882 -2.5549 1.6835
As 0.4253 -3.1262 3.6407
C 2.1741 -3.9962 3.4310
C 3.3988 -3.4156 3.8183
C 4.5955 -4.1859 3.8099
C 4.5822 -5.4789 3.3259
C 3.3823 -6.0155 2.8899
C 2.2021 -5.2907 2.9651
C 0.9614 -1.5709 4.5692
C 0.5157 -1.5486 5.9098
C 1.0849 -0.7207 6.8186
C 2.1247 0.1332 6.4385
C 2.5603 0.2078 5.1361
C 2.0113 -0.7169 4.2370
P 1.1066 -1.3153 -0.5959
C 1.2716 -2.9773 -1.2807
C 1.9110 -3.9830 -0.5641
C 1.8528 -5.3009 -1.0006
C 1.1085 -5.6452 -2.1657
C 0.4594 -4.6215 -2.8931
C 0.5067 -3.3087 -2.4215
C 2.6511 -0.5015 -1.0351
C 3.1081 -0.5381 -2.3687
C 4.2827 0.1129 -2.6967
C 5.0467 0.7665 -1.7692
C 4.6707 0.7970 -0.4524
C 3.4614 0.1766 -0.1019
H 2.2621 -1.7940 1.4644
H 1.0450 -0.6082 1.7226
H 0.2793 -3.5089 1.1789
H -0.8251 -2.1819 1.6647
H 3.4656 -2.4357 4.2034
H 5.4761 -3.7567 4.2606
H 5.4963 -6.0387 3.3357
H 3.3736 -6.9929 2.4650
H 1.2640 -5.8501 2.7806
H -0.2895 -2.1659 6.2582
H 0.7527 -0.8053 7.8723
H 2.5325 0.7112 7.2899
H 3.3657 0.8650 4.8153
H 2.3236 -0.6699 3.1899
H 2.5077 -3.7759 0.3523
H 2.3656 -6.0952 -0.4937
H 1.1109 -6.6858 -2.4687
H -0.1078 -4.8130 -3.7683
H -0.1869 -2.6173 -2.9082
H 2.5653 -1.1274 -3.0881
H 4.5776 0.0885 -3.7407
H 6.0348 1.2164 -2.0228
H 5.3477 1.1686 0.3491
H 3.1520 0.2630 0.9099
```

E_HOMO (alpha / beta), eV: -12.3 / -12.3
Charge: +2
Relative energy (zero: lowest compared OMol25 entry of this formula, charge and spin), eV: 1.887
Multiplicity: 1
LUMO energy (alpha / beta), eV: -5.89 / -5.90

Atom charges from the Löwdin analysis, given in e for atoms 1 to 6: atom 1 (Ce): 0.7392, atom 2 (C): -0.0088, atom 3 (N): -0.1164, atom 4 (C): -0.0155, atom 5 (C): -0.1143, atom 6 (N): -0.0479

---

# 3
DFT (the ωB97M-V functional and the def2-TZVPD basis) results for a 4-piece molecular cluster, C2H12O3S2 overall in a non-equilibrium geometry.

```
19
Properties=species:S:1:pos:R:3
C -0.1921 -0.0669 -1.5977
S -1.6182 -0.7277 -0.8231
S -1.4537 -0.4461 1.1450
C -1.0134 -1.9717 1.9836
H -0.0955 0.9646 -1.7312
H 0.7574 -0.1350 -1.0907
H -0.0567 -0.4051 -2.6180
H -0.1650 -1.7094 2.6540
H -1.8458 -2.3526 2.5935
H -0.9896 -2.9241 1.4426
O 2.4691 -2.9239 0.5128
H 1.6137 -3.2765 0.1892
H 2.6393 -2.0089 0.4169
O 1.6474 3.0469 -0.3280
H 1.3924 3.1614 -1.2543
H 0.8447 3.2536 0.1327
O -0.9672 3.0624 -0.4535
H -1.8538 3.1035 -0.0085
H -1.1130 2.3555 -1.1653
```

E_HOMO, eV: -9.0
SMILES string: CSSC.O.O.O
Charge: 0
Relative energy (zero: lowest compared OMol25 entry of this formula, charge and spin), eV: 1.740
Multiplicity: 1
LUMO energy, eV: 0.35

Atom charges from the natural (NBO) analysis, given in e for atoms 1 to 6: atom 1 (C): -0.8066, atom 2 (S): 0.1161, atom 3 (S): 0.0984, atom 4 (C): -0.7995, atom 5 (H): 0.1946, atom 6 (H): 0.2443